Entry i
{"formula": "C31H49FKN13O3", "method": "ωB97M-V/def2-TZVPD", "symbols": ["K", "N", "C", "C", "N", "C", "C", "N", "C", "C", "N", "H", "H", "H", "H", "H", "H", "H", "H", "H", "H", "H", "H", "H", "H", "H", "H", "H", "H", "C", "C", "N", "C", "C", "C", "O", "O", "C", "O", "C", "C", "C", "F", "C", "C", "C", "N", "C", "C", "N", "C", "C", "H", "H", "H", "H", "H", "H", "H", "H", "H", "H", "H", "H", "H", "H", "H", "H", "H", "H", "N", "C", "N", "C", "N", "C", "C", "N", "C", "N", "C", "C", "C", "N", "C", "H", "H", "H", "H", "H", "H", "H", "H", "H", "H", "H", "H", "H"], "coordinates": [[-0.0470, -0.2332, -0.8854], [2.4963, 0.0013, -0.1264], [2.8666, 1.3927, 0.1733], [2.1564, 2.3733, -0.7582], [0.6925, 2.3990, -0.6534], [0.2339, 3.0384, 0.5694], [-1.2020, 2.6625, 0.9248], [-1.3214, 1.2142, 1.0578], [0.1074, 2.9877, -1.8664], [-0.2802, 1.9364, -2.9105], [-1.5340, 1.2598, -2.5358], [2.6763, -0.1686, -1.1237], [3.1087, -0.6282, 0.3784], [2.6289, 1.6009, 1.2221], [3.9358, 1.5866, 0.0460], [2.5786, 3.3787, -0.5968], [2.4086, 2.0715, -1.7758], [0.8770, 2.7003, 1.3880], [0.3243, 4.1370, 0.5146], [-1.4791, 3.2234, 1.8310], [-1.8796, 2.9931, 0.1357], [-0.7601, 0.8796, 1.8420], [-2.2802, 0.9355, 1.2244], [-0.7920, 3.5485, -1.6017], [0.8065, 3.7032, -2.3203], [-0.3406, 2.4263, -3.8853], [0.5148, 1.1875, -2.9754], [-2.3307, 1.8031, -2.8373], [-1.6139, 0.3470, -2.9866], [-4.5569, -6.8973, -1.4467], [-3.0442, -6.8763, -1.2679], [-2.5597, -5.6208, -0.7030], [-2.2049, -4.6056, -1.5728], [-1.7592, -3.3962, -1.2044], [-1.2598, -2.3471, -2.1982], [-2.1077, -1.7635, -2.9000], [-0.0284, -2.1771, -2.1072], [-1.6170, -3.0831, 0.2041], [-1.1961, -2.0166, 0.6371], [-2.0618, -4.1555, 1.1252], [-2.0189, -3.9252, 2.4926], [-2.4654, -4.8709, 3.3690], [-2.4304, -4.5813, 4.7053], [-2.9764, -6.0988, 2.9363], [-2.9831, -6.3436, 1.5755], [-2.5372, -5.3901, 0.6480], [-3.5063, -7.1119, 3.7935], [-3.1586, -7.1826, 5.2004], [-4.0835, -6.3780, 6.1106], [-5.5172, -6.7543, 5.8143], [-5.8425, -6.5920, 4.3495], [-4.8909, -7.4856, 3.5667], [-4.8761, -7.8433, -1.8881], [-4.8716, -6.0862, -2.1044], [-5.0679, -6.7708, -0.4889], [-2.5499, -7.0061, -2.2276], [-2.7125, -7.7006, -0.6392], [-2.3052, -4.8615, -2.6215], [-1.6447, -2.9691, 2.8450], [-3.3333, -7.3115, 1.2405], [-2.1414, -6.8408, 5.3591], [-3.2005, -8.2356, 5.5050], [-3.9926, -5.3132, 5.9274], [-3.8953, -6.5871, 7.1625], [-6.1493, -6.1995, 6.3871], [-5.6615, -7.7321, 6.0688], [-5.6783, -5.5454, 4.0963], [-6.8896, -6.8488, 4.2020], [-5.1399, -7.4167, 2.5129], [-5.0382, -8.5288, 3.8736], [5.4980, 3.4647, -4.7396], [5.1022, 2.3794, -4.5911], [4.7366, 1.1258, -4.4766], [3.7873, 0.6500, -3.7442], [2.9563, 0.1328, -3.0981], [1.4106, 2.5830, 6.6486], [1.0433, 3.2251, 5.3277], [0.3070, 2.2501, 4.5386], [0.7975, 0.9588, 4.3756], [0.5004, 0.3334, 3.3012], [0.9729, -1.0311, 3.1089], [1.2092, -1.7473, 4.4260], [2.0972, -0.8741, 5.2907], [1.4904, 0.4381, 5.4609], [2.2045, 1.3226, 6.3713], [0.4967, 2.3281, 7.1899], [2.0009, 3.2655, 7.2600], [1.9555, 3.5644, 4.8196], [0.4086, 4.0963, 5.4794], [-0.0811, 2.5857, 3.6699], [1.8992, -1.0001, 2.5260], [0.2457, -1.5561, 2.4876], [1.6836, -2.7181, 4.2687], [0.2550, -1.9102, 4.9381], [3.0921, -0.7883, 4.8321], [2.2326, -1.3058, 6.2843], [3.1882, 1.5880, 5.9592], [2.3827, 0.7726, 7.2964]], "e_homo_ev": -5.84, "homo_lumo_gap_ev": 3.77}

---

Entry ii
{"formula": "C31H49FKN13O3", "method": "ωB97M-V/def2-TZVPD", "symbols": ["K", "N", "C", "C", "N", "C", "C", "N", "C", "C", "N", "H", "H", "H", "H", "H", "H", "H", "H", "H", "H", "H", "H", "H", "H", "H", "H", "H", "H", "C", "C", "N", "C", "C", "C", "O", "O", "C", "O", "C", "C", "C", "F", "C", "C", "C", "N", "C", "C", "N", "C", "C", "H", "H", "H", "H", "H", "H", "H", "H", "H", "H", "H", "H", "H", "H", "H", "H", "H", "H", "N", "C", "N", "C", "N", "C", "C", "N", "C", "N", "C", "C", "C", "N", "C", "H", "H", "H", "H", "H", "H", "H", "H", "H", "H", "H", "H", "H"], "coordinates": [[0.4563, 0.4128, -0.3483], [0.4483, -2.3461, -0.5645], [-0.8369, -2.9489, -0.2652], [-1.2494, -2.6182, 1.1652], [-1.4567, -1.1951, 1.4595], [-0.9404, -0.9055, 2.7994], [-0.9677, 0.5539, 3.2256], [-0.1149, 1.3894, 2.3814], [-2.8611, -0.8108, 1.3542], [-3.5104, -1.0548, -0.0004], [-2.7635, -0.4213, -1.0774], [0.7726, -2.5557, -1.4983], [1.1738, -2.5748, 0.1120], [-0.8441, -4.0492, -0.3456], [-1.5675, -2.5588, -0.9721], [-0.4516, -2.9791, 1.8215], [-2.1504, -3.1968, 1.4267], [0.1000, -1.2379, 2.8190], [-1.4930, -1.4907, 3.5594], [-0.5666, 0.5798, 4.2420], [-1.9988, 0.9211, 3.2944], [0.0218, 2.2891, 2.8259], [-0.5976, 1.6120, 1.5144], [-2.9386, 0.2574, 1.5664], [-3.4625, -1.3404, 2.1179], [-4.5434, -0.6903, 0.0911], [-3.5812, -2.1305, -0.1932], [-2.4557, 0.5072, -0.8003], [-3.3393, -0.3030, -1.9010], [3.4294, 2.0656, -7.9774], [3.0450, 2.9269, -6.7826], [2.2993, 2.1847, -5.7755], [2.9361, 1.7788, -4.6369], [2.3739, 1.1293, -3.5910], [3.2547, 1.0159, -2.3263], [4.4687, 0.8890, -2.5290], [2.6356, 1.1602, -1.2478], [0.9892, 0.7326, -3.6976], [0.3016, 0.1944, -2.8363], [0.3389, 1.0646, -4.9912], [-0.9954, 0.6967, -5.1599], [-1.7023, 1.1740, -6.2238], [-3.0181, 0.8673, -6.3551], [-1.1305, 2.0583, -7.1372], [0.2058, 2.3739, -7.0133], [0.9663, 1.8722, -5.9473], [-1.9102, 2.7808, -8.0976], [-2.6117, 3.9391, -7.5306], [-2.6580, 5.0013, -8.6324], [-2.5065, 4.2724, -9.9465], [-3.3843, 3.0575, -9.9793], [-2.8050, 2.0414, -8.9726], [3.9832, 2.6536, -8.7103], [2.5457, 1.6508, -8.4634], [4.0580, 1.2351, -7.6570], [2.4604, 3.7952, -7.0954], [3.9342, 3.3187, -6.2927], [3.9855, 2.0375, -4.5642], [-1.4628, 0.0923, -4.3929], [0.6314, 3.0493, -7.7415], [-2.1024, 4.2955, -6.6335], [-3.6230, 3.6706, -7.2025], [-1.8308, 5.7061, -8.5674], [-3.5995, 5.5462, -8.6657], [-1.5404, 3.9336, -9.9611], [-2.6715, 4.8867, -10.7398], [-3.4121, 2.6742, -10.9968], [-4.3810, 3.3922, -9.6991], [-2.2365, 1.2659, -9.4882], [-3.6375, 1.5638, -8.4485], [-1.4343, 3.8793, -4.6058], [-1.4385, 3.9554, -3.4420], [-1.4608, 4.1665, -2.1618], [-1.4946, 3.2265, -1.2683], [-1.5491, 2.4204, -0.4273], [3.7964, -5.4848, 3.9551], [2.5028, -5.5120, 3.1660], [2.5960, -4.5191, 2.1138], [3.0216, -3.2234, 2.3889], [2.5699, -2.2812, 1.6547], [3.0661, -0.9215, 1.8332], [4.3977, -0.8651, 2.5637], [4.3202, -1.7500, 3.7905], [3.9719, -3.1047, 3.3928], [4.0186, -4.0769, 4.4708], [4.6229, -5.7730, 3.3028], [3.7542, -6.1836, 4.7916], [1.6554, -5.3255, 3.8430], [2.3464, -6.4878, 2.7048], [1.8421, -4.5039, 1.4442], [2.3147, -0.3465, 2.3891], [3.1595, -0.4281, 0.8632], [4.6318, 0.1609, 2.8507], [5.1979, -1.2196, 1.9102], [3.5755, -1.3517, 4.4973], [5.2778, -1.7952, 4.3153], [3.2618, -3.8408, 5.2367], [4.9953, -3.9910, 4.9521]], "e_homo_ev": -7.02, "homo_lumo_gap_ev": 5.86}

---

Which structure is the least stable? The one labeled entry i.

---

Entry i
{"formula": "C3H8", "method": "ωB97M-V/def2-TZVPD", "symbols": ["C", "C", "C", "H", "H", "H", "H", "H", "H", "H", "H"], "coordinates": [[1.6288, 0.0184, 0.0624], [-1.2194, -0.5918, -0.0411], [-0.4557, 0.7072, 0.0324], [1.9427, 0.1936, 1.1044], [1.4511, -1.0036, -0.1154], [2.0641, 0.6604, -0.6597], [-2.3585, -0.4748, 0.0176], [-0.9563, -1.4329, 0.5390], [-1.1026, -0.7476, -1.1525], [-0.4088, 1.3327, 1.0083], [-0.5854, 1.3384, -0.7954]], "e_homo_ev": -8.85, "homo_lumo_gap_ev": 10.12}

---

Entry ii
{"formula": "C3H8", "method": "ωB97M-V/def2-TZVPD", "symbols": ["C", "C", "C", "H", "H", "H", "H", "H", "H", "H", "H"], "coordinates": [[-1.2084, -0.2086, 0.4098], [0.0160, 0.6205, 0.0278], [1.1928, -0.2479, -0.4344], [-2.0592, 0.4240, 0.6852], [-0.9791, -0.8538, 1.2661], [-1.5226, -0.8585, -0.4152], [0.3161, 1.2291, 0.8898], [-0.2512, 1.3304, -0.7652], [1.1859, -1.2230, 0.0670], [2.1562, 0.2241, -0.2185], [1.1534, -0.4364, -1.5125]], "smiles": "CCC", "e_homo_ev": -11.42, "homo_lumo_gap_ev": 12.74}

---

Which structure is the least stable? The one labeled entry i.

---

Entry i
{"formula": "C3H14NO4", "method": "ωB97M-V/def2-TZVPD", "symbols": ["C", "C", "C", "O", "N", "H", "H", "H", "H", "H", "H", "H", "H", "H", "H", "O", "H", "H", "O", "H", "H", "O"], "coordinates": [[1.6044, -2.1715, 0.3687], [1.2135, -0.7066, 0.0923], [-0.1401, -0.3536, 0.7883], [-0.7365, 0.8018, 0.2995], [1.9268, -2.9975, -0.8178], [0.8154, -2.6672, 0.9371], [2.4934, -2.2124, 1.0093], [1.9652, -0.0270, 0.4819], [0.9989, -0.5942, -0.9704], [0.0759, -0.2102, 1.8713], [-0.8029, -1.2324, 0.7335], [2.4719, -2.4124, -1.4370], [1.0635, -3.2634, -1.2730], [-2.2803, 0.4365, 0.8775], [-3.0560, 0.1995, 2.1878], [-3.1583, 0.1077, 1.2368], [-0.0806, 2.1484, -2.2404], [-0.4777, 0.9505, -1.3605], [-0.2832, 1.2111, -2.3085], [-0.4444, 3.7497, -0.1352], [-0.0882, 2.2753, 0.4174], [0.1319, 3.2601, 0.4460]], "e_homo_ev": -4.65, "charge": -1, "homo_lumo_gap_ev": 8.60}

---

Entry ii
{"formula": "C3H14NO4", "method": "ωB97M-V/def2-TZVPD", "symbols": ["C", "O", "C", "C", "N", "H", "H", "H", "H", "H", "H", "H", "H", "H", "H", "O", "H", "H", "O", "H", "H", "O"], "coordinates": [[-1.0100, 0.3320, -1.0790], [-1.1299, -0.7196, -0.0742], [0.2666, 1.0939, -0.7941], [0.5015, 2.0099, -1.9366], [0.1620, 1.7515, 0.5706], [-1.9247, 1.0612, -1.0393], [-1.0541, -0.1236, -2.1058], [1.1261, 0.3553, -0.6831], [1.4242, 2.5959, -1.7696], [0.5326, 1.4689, -2.8877], [-0.2659, 2.8211, -2.0065], [1.0252, 1.6173, 1.0553], [-0.4611, 1.2145, 1.0785], [-0.9889, -0.9083, 3.1241], [-0.8570, -0.5349, 0.8930], [-0.5010, -0.3439, 2.5292], [-0.1166, -3.0489, -1.5166], [-1.4477, -2.4418, -1.9042], [-0.7824, -3.0530, -2.2737], [2.6962, 0.1244, 3.0866], [1.4181, -0.5400, 2.6066], [2.3146, -0.4506, 2.4354]], "e_homo_ev": -4.39, "charge": -1, "homo_lumo_gap_ev": 8.24}

---

Which structure is the least stable? The one labeled entry ii.

---

Entry i
{"formula": "C3H14NO4", "method": "ωB97M-V/def2-TZVPD", "symbols": ["C", "N", "C", "O", "C", "H", "H", "H", "H", "H", "H", "H", "H", "H", "H", "O", "H", "H", "O", "H", "H", "O"], "coordinates": [[0.6721, -2.2693, 0.0416], [-0.3472, -1.2673, -0.1889], [-0.4200, 0.0913, 0.7387], [0.0142, 1.1836, 0.1239], [2.0209, -1.9934, -0.6894], [0.1080, -3.2088, -0.2813], [0.9041, -2.3119, 1.1203], [-0.3369, -0.9018, -1.0547], [-1.5596, 0.2630, 0.9632], [0.1328, -0.1140, 1.6485], [1.8926, -1.5451, -1.6991], [2.5023, -1.2943, -0.1417], [2.6936, -2.9060, -0.8457], [-4.2220, -0.5672, -0.1183], [-2.8514, -1.4782, -0.0041], [-3.8653, -1.5606, 0.1079], [-0.3135, 2.6077, 0.0869], [0.1820, 3.9730, -0.3689], [-0.5988, 3.6808, 0.0422], [2.3167, 1.6904, -0.9224], [1.7604, 1.2883, 0.3449], [2.6478, 1.4968, -0.0179]], "e_homo_ev": -4.46, "charge": -1, "homo_lumo_gap_ev": 8.22}

---

Entry ii
{"formula": "C3H14NO4", "method": "ωB97M-V/def2-TZVPD", "symbols": ["C", "O", "C", "C", "N", "H", "H", "H", "H", "H", "H", "H", "H", "H", "H", "O", "H", "H", "O", "H", "H", "O"], "coordinates": [[1.2518, -1.0281, 0.1843], [0.7528, 0.2636, 0.5631], [0.3641, -2.0187, 1.0631], [0.2771, -1.6751, 2.5460], [-1.0101, -2.0962, 0.5115], [2.1191, -0.9907, 0.8525], [1.3585, -1.3510, -0.8398], [0.8078, -3.0012, 1.0462], [-0.1900, -0.6919, 2.4727], [-0.0687, -2.3671, 3.2778], [1.2098, -1.1025, 2.8380], [-1.6603, -1.7193, 1.1855], [-1.0239, -1.6467, -0.3918], [-0.8610, 0.9361, -1.7992], [0.2868, 0.6793, -0.2788], [-0.2624, 1.5679, -1.3813], [0.6885, 1.5380, -3.7014], [0.1075, 2.3551, -2.6806], [0.6470, 2.4946, -3.5685], [-1.6874, 3.9726, -1.0440], [-1.2874, 2.5283, -0.5468], [-1.8196, 3.3529, -0.3084]], "e_homo_ev": -5.39, "charge": -1, "homo_lumo_gap_ev": 9.08}

---

Which structure is the least stable? The one labeled entry i.